A cluster of 2 separate species, C5H6N2O in total in a non-equilibrium geometry, computed with ωB97M-V/def2-TZVPD.

Output
highest occupied orbital energy	-9.4375	eV
max |F|	3.74	eV/A
LUMO energy	0.784	eV
multiplicity	1
net charge	0

Bonds (Å) are listed after each position.
Geometry (Å):
1 C -0.9669 -1.2036 0.8403  C3 1.497, H10 1.095, H11 1.091, H12 1.095
2 C 0.4624 1.6304 0.3070  N5 1.215, N6 1.216
3 C 0.2448 -0.5747 0.2260  C1 1.497, C4 1.329, N5 1.468
4 C 1.3643 -1.2197 -0.0840  C3 1.329, H13 1.078, H14 1.076
5 N -0.0150 0.7416 -0.3707  C2 1.215, C3 1.468
6 N 0.5141 2.6750 0.9278  C2 1.216, H9 1.005
7 C -0.9869 1.2394 -2.1992  O8 1.139
8 O -1.3189 0.2580 -2.6717  C7 1.139
9 H 0.9013 3.5213 0.5487  N6 1.005
10 H -1.8326 -1.0846 0.1806  C1 1.095
11 H -0.8026 -2.2698 1.0018  C1 1.091
12 H -1.2036 -0.7144 1.7915  C1 1.095
13 H 2.1854 -0.7185 -0.5710  C4 1.078
14 H 1.4542 -2.2804 0.0729  C4 1.076

The molecule C5H6N2O2 in a non-equilibrium geometry, computed with ωB97M-V/def2-TZVPD.

Output
highest occupied orbital energy	-9.8889	eV
max |F|	7.93	eV/A
LUMO energy	-1.124	eV
multiplicity	1
net charge	0

Bonds (Å) are listed after each position.
Geometry (Å):
1 C 0.5065 -2.0166 -0.2523  C2 1.378, N6 1.122
2 C 0.7873 -0.7034 0.0580  C1 1.378, C3 1.559, N7 1.438
3 C -0.3779 0.3205 -0.0941  C2 1.559, C4 1.457, C5 1.482
4 C -0.1966 1.7507 0.1167  C3 1.457, H10 1.096, H11 1.044, H12 1.130
5 C -1.6977 -0.3059 -0.3446  C3 1.482, H13 1.120, H14 1.035, H15 1.041
6 N 0.2835 -3.0846 -0.5132  C1 1.122
7 N 2.0885 -0.2833 0.5038  C2 1.438, O8 1.175, O9 1.234
8 O 2.8300 -1.1456 0.7983  N7 1.175
9 O 2.3266 0.9274 0.4921  N7 1.234
10 H 0.8384 1.9469 0.4203  C4 1.096
11 H -0.2132 2.1731 -0.8379  C4 1.044
12 H -1.0300 1.9946 0.8404  C4 1.130
13 H -1.7383 -1.4191 -0.4612  C5 1.120
14 H -2.2763 -0.1828 0.5042  C5 1.035
15 H -2.1307 0.0280 -1.2306  C5 1.041

The molecule C5H6N2O2 in a non-equilibrium geometry, computed with ωB97M-V/def2-TZVPD.

Output
highest occupied orbital energy	-9.3152	eV
max |F|	6.28	eV/A
LUMO energy	0.805	eV
multiplicity	1
net charge	0

Bonds (Å) are listed after each position.
Geometry (Å):
1 C 1.2239 -0.5544 1.8110  H6 1.243, N12 1.367, O14 1.189
2 C -0.0264 1.3464 -1.1957  C3 1.477, N13 1.548, O15 1.161
3 C -0.4807 -0.0465 -1.3846  C2 1.477, C4 1.614, C5 1.516, H8 1.116
4 C -1.3902 -0.6386 -0.1905  C3 1.614, C5 1.480, H9 1.287, H10 1.073
5 C 0.0740 -0.8498 -0.2242  C3 1.516, C4 1.480, H11 1.228, N12 1.530
6 H 1.4810 0.1801 2.7806  C1 1.243
7 H 1.2358 2.0886 0.3740  N13 0.936
8 H -0.6882 -0.3061 -2.4505  C3 1.116
9 H -1.9786 0.4080 0.2735  C4 1.287
10 H -1.7823 -1.6130 -0.4084  C4 1.073
11 H 0.1123 -2.0702 -0.3560  C5 1.228
12 N 0.8944 0.0962 0.6553  C1 1.367, C5 1.530, N13 1.500
13 N 0.5276 1.4909 0.2423  C2 1.548, H7 0.936, N12 1.500
14 O 1.0706 -1.7117 2.0393  C1 1.189
15 O -0.2732 2.1800 -1.9660  C2 1.161

The molecule C5H6N2O2 in a non-equilibrium geometry, computed with ωB97M-V/def2-TZVPD.

Output
highest occupied orbital energy	-8.5041	eV
max |F|	14.45	eV/A
LUMO energy	0.542	eV
multiplicity	1
net charge	0

Bonds (Å) are listed after each position.
Geometry (Å):
1 C -2.1715 -0.1486 0.0825  C2 1.549, O14 1.320, O15 1.181
2 C -1.0198 -0.1315 -0.9529  C1 1.549, C3 1.400, H7 1.041, H8 1.196
3 C 0.2793 -0.1177 -0.4316  C2 1.400, C4 1.485, N13 1.375
4 C 0.8613 1.0944 0.1997  C3 1.485, H9 0.927, N12 1.473
5 C 2.3575 -0.7492 0.0763  H11 0.904, N12 1.439, N13 1.282
6 H -2.8548 -0.6808 1.8232  O14 1.197
7 H -1.1683 0.6042 -1.6745  C2 1.041
8 H -1.2981 -1.1674 -1.4829  C2 1.196
9 H 0.6897 1.9918 0.0409  C4 0.927
10 H 2.7565 1.3300 0.9470  N12 0.996
11 H 3.1446 -1.1891 0.1410  C5 0.904
12 N 2.2054 0.6022 0.5477  C4 1.473, C5 1.439, H10 0.996
13 N 1.2127 -1.1243 -0.3623  C3 1.375, C5 1.282
14 O -1.8446 -0.7874 1.1900  C1 1.320, H6 1.197
15 O -3.1499 0.4735 -0.1441  C1 1.181